49
Properties=species:S:1:pos:R:3:forces:R:3 method="wB97M-V/def2-TZVPD" energy_ha=-2012.331855 lumo_energy_ha=-0.034 orbital_gap_ha=0.2093 de_lowest_ev=2.489
H -1.6657 -4.1085 1.1302 0.1 0.2 0.4
H 4.6270 2.9801 -0.2956 -0.1 0.0 0.1
C 2.6972 1.5689 2.6941 -0.3 -0.5 -0.5
C -2.1973 -1.6924 3.4691 0.3 0.3 0.7
H -2.4156 0.6294 4.9972 -0.8 -0.3 0.1
H 3.8543 2.8209 3.9438 0.1 0.0 -0.2
H -0.2634 -2.2179 0.2534 -0.1 0.0 0.1
H -4.1964 0.5559 5.1718 0.3 -0.2 0.1
H 5.2713 3.6994 2.0393 -0.3 -0.1 -0.1
H 0.9061 -4.5500 0.6872 0.2 0.0 0.1
C 1.9709 -4.6915 0.8940 0.0 -0.3 -0.2
C -4.6841 -1.6971 3.7890 -0.3 -0.1 -0.2
S -2.2093 0.8709 1.9086 -2.3 0.3 -0.1
O -3.5719 0.0286 2.6265 0.7 0.3 -0.9
C -0.6631 -2.1766 1.2659 -0.7 -0.3 -0.4
H 2.1023 1.1142 3.4923 0.4 0.1 -0.4
H -5.5736 -1.0942 4.0056 0.3 0.0 0.0
H -4.5798 -2.4627 4.5698 -0.1 0.2 -0.2
C -3.5133 1.9651 1.1747 -0.5 -0.2 0.8
H -4.8601 -2.1916 2.8278 0.1 0.1 0.2
C -0.3635 -1.1168 2.0932 -1.4 -1.1 2.3
C -0.9902 -0.9968 3.3174 0.5 -0.8 -1.4
H -2.9758 -3.7077 3.2405 -0.2 0.4 -0.4
I 0.0631 0.0876 4.8644 0.0 -0.1 -0.1
O 2.1432 -2.3507 0.9639 0.3 0.6 0.9
C 2.4062 -1.2267 1.6604 0.4 0.1 0.3
C 3.0535 1.7167 0.3735 0.3 0.2 0.6
C -3.2871 -0.0485 5.0313 -0.1 0.4 0.2
F -3.0029 2.9487 0.3896 -0.3 -0.8 0.6
C 4.4444 3.0145 1.8589 -0.4 -0.5 0.4
N 2.4132 1.1451 1.4318 0.9 0.5 -0.4
C -3.4159 -0.8519 3.7552 0.0 -0.3 1.1
H 0.5531 -0.1661 1.8248 -1.0 -1.1 0.1
O 3.1887 -1.2058 2.5969 -0.6 0.2 -0.6
C 4.1014 2.5993 0.5727 -0.4 0.2 -0.3
F -4.3914 1.2308 0.4280 0.7 1.1 0.6
H 2.5066 -4.7555 -0.0570 -0.1 -0.1 0.1
C -1.5268 -3.1952 1.7185 0.6 -0.1 0.1
C 3.6897 2.5075 2.9181 0.1 0.2 -0.1
H -3.1551 -0.7664 5.8543 -0.1 0.4 0.0
C -2.2715 -2.9617 2.8711 -0.1 0.2 -0.8
H 1.3651 -0.1193 0.1404 -0.2 0.1 0.1
H 2.7149 1.3886 -0.6049 0.2 0.0 0.2
C 1.5942 -0.0376 1.2019 3.6 1.0 -0.8
H 2.0582 -3.4966 2.7056 0.1 0.1 -0.2
F -4.2134 2.5523 2.1975 0.3 -0.1 -1.3
C 2.5118 -3.5532 1.7079 -0.1 0.2 -0.3
H 3.6017 -3.5811 1.8053 -0.2 0.0 0.1
H 2.0997 -5.6324 1.4288 0.0 0.0 0.0

48
Properties=species:S:1:pos:R:3:forces:R:3 method="wB97M-V/def2-TZVPD" energy_ha=-1923.030417 lumo_energy_ha=0.013 orbital_gap_ha=0.3440 de_lowest_ev=1.666
H 1.7965 3.0229 2.1525 0.0 0.1 0.1
H -1.7089 6.7857 -1.0296 -0.1 0.1 0.0
H -3.4057 -1.2771 0.5021 0.0 0.1 0.0
C 0.5446 3.2274 -1.0323 0.4 -0.3 1.0
C 1.7690 1.4663 0.6867 0.4 -0.4 0.3
H -1.0799 -0.0686 -1.0713 -0.1 0.0 0.0
C -0.7343 -0.1454 2.0172 -0.1 -0.3 0.2
C -1.8811 -0.8037 -0.9766 -0.1 -0.1 0.2
H -0.1421 7.3451 -1.6063 0.0 0.1 0.0
H 0.7713 -1.6659 2.3725 -0.2 -0.1 0.1
C -0.8467 6.5154 -1.6374 -0.1 0.2 0.0
C 1.5159 2.7380 1.1516 0.1 0.1 -0.1
C 0.8460 1.9439 -1.4773 0.0 0.1 0.1
H 1.8348 -4.8919 0.4358 0.1 0.0 0.1
S 0.4155 5.2608 0.5510 -0.1 -0.1 -0.4
C 1.4604 1.0681 -0.6057 0.0 -0.2 -0.1
C 0.8950 3.6174 0.2845 0.0 -0.1 -0.2
H 0.5939 1.6588 -2.4862 0.0 -0.1 -0.1
H -2.7921 0.3974 0.5833 -0.1 -0.1 0.0
H -3.0942 -2.9924 -2.0599 -0.1 0.0 -0.1
H 1.1710 0.9992 3.4703 0.0 0.2 0.1
C 0.4696 -3.7743 -0.7734 0.0 0.0 0.0
H 0.0728 -5.7808 -1.4072 0.0 -0.1 0.0
N -0.0715 4.2013 -1.7602 -0.4 0.2 -1.0
C -2.5181 -0.6456 0.4159 -0.1 0.2 -0.2
O -0.8109 1.0611 1.8877 -0.1 0.2 0.1
H -1.3652 -2.0048 1.5106 0.1 0.1 0.1
S 2.5136 0.2948 1.8174 0.3 0.2 0.3
H 2.4979 -4.3502 -1.0996 0.1 0.0 0.0
H -2.1910 -5.2765 -2.2297 0.0 -0.1 0.0
N 1.4603 0.1029 3.1060 0.6 0.0 -0.6
H 1.7218 0.0669 -0.9092 0.0 -0.1 -0.1
N -1.5900 -1.0223 1.4599 -0.2 -0.3 0.0
C -1.5893 -4.4920 -1.7941 0.0 -0.1 0.0
C 0.3552 -0.7917 2.8763 -0.2 -0.1 -0.1
C -0.0512 -2.4912 -0.6910 0.0 -0.1 -0.1
C -0.3171 -4.7759 -1.3324 0.0 0.0 0.0
C 1.8506 -4.0634 -0.2713 0.1 0.0 0.0
C -2.0983 -3.2076 -1.6997 0.0 0.1 0.0
O 3.7003 0.8872 2.3519 -0.2 0.3 0.1
H 0.5613 -1.7125 -0.2594 0.1 0.1 0.0
H -2.6395 -0.5948 -1.7320 0.0 0.0 0.0
H -0.0661 -1.0970 3.8395 0.0 0.0 -0.1
C -0.2143 5.2885 -1.1086 0.3 0.0 0.7
O 2.6050 -0.9870 1.1736 -0.3 0.1 -0.1
C -1.3296 -2.1921 -1.1483 -0.1 0.1 -0.2
H 2.2782 -3.1891 0.2148 0.1 0.0 0.0
H -1.1633 6.3451 -2.6626 0.0 0.0 0.0

48
Properties=species:S:1:pos:R:3:forces:R:3 method="wB97M-V/def2-TZVPD" energy_ha=-1256.268522 charge=+1 lumo_energy_ha=-0.103 orbital_gap_ha=0.3226 de_lowest_ev=0.000
H 2.2677 4.7596 2.1324 0.0 -0.1 0.0
O 2.5149 3.3760 0.7097 0.1 0.0 -0.3
C 2.2912 3.6736 2.0724 -0.1 0.1 0.3
N -6.5364 0.0064 0.1145 -0.2 -0.1 0.0
H -1.2391 -1.0791 -1.8170 0.1 -0.1 0.0
C -4.1324 -0.3368 0.3919 -0.1 0.0 -0.1
C -2.5638 0.9916 -0.8557 -0.1 0.0 0.1
H 3.4320 -2.0720 1.5470 -0.2 -0.1 0.0
H 3.1013 3.2946 2.7013 0.0 0.0 0.0
H 4.4382 -1.6392 -2.5633 0.0 0.0 0.0
H 1.3342 3.2720 2.4183 0.0 0.0 0.0
C 3.0500 0.6060 -1.5391 0.0 -0.3 0.0
N 1.4194 -2.3942 0.9997 0.0 -0.2 -0.1
C -5.1648 0.3495 -0.2251 1.0 0.3 -0.3
C 2.6354 2.0943 0.3244 0.0 -0.3 -0.2
H -3.3984 2.4533 -2.1714 0.0 0.1 -0.1
H 2.2345 -1.2180 2.5610 -0.1 -0.2 -0.1
C 2.6317 -0.2971 0.6530 0.0 -0.3 -0.4
H 3.5417 -3.1720 -2.4819 0.0 0.1 -0.1
C -3.6088 1.6690 -1.4617 0.1 -0.1 0.0
C -4.9198 1.3501 -1.1557 -0.2 -0.2 0.2
H 2.2795 1.1073 2.2086 -0.1 0.1 0.1
C -2.8152 -0.0235 0.0697 -0.3 0.2 -0.3
H 2.7698 -1.7344 -3.1959 0.0 0.0 0.0
N -0.4622 -1.6996 2.3103 1.0 -0.5 -0.1
O 2.9516 -1.8156 -1.1242 -0.1 0.3 0.5
H -4.3632 -1.1115 1.1070 0.0 -0.1 0.0
H -5.7511 1.8622 -1.6148 0.0 0.0 0.0
N -0.6026 -1.2206 0.1445 0.2 -0.2 0.5
C 2.9015 -0.4952 -0.7051 0.0 0.1 0.3
C -0.3122 -1.2274 -1.2647 0.1 0.1 -0.6
H 0.3852 -0.4279 -1.5248 -0.1 -0.1 0.0
H 0.1122 -2.1879 -1.5613 0.0 0.0 0.0
O -7.4129 0.6278 -0.4352 -0.3 0.2 -0.1
H -1.5469 1.2776 -1.0795 0.1 0.0 0.0
C 2.4896 0.9866 1.1585 0.0 0.2 0.0
C 3.4547 -2.0887 -2.4212 0.1 -0.2 -0.4
C 2.9206 1.8798 -1.0279 -0.1 0.1 0.3
C -1.7400 -0.7331 0.7505 0.0 0.0 0.6
H 1.6849 -2.5446 0.0043 -0.1 -0.1 0.2
H 3.0404 2.7396 -1.6661 0.0 0.1 -0.1
H 1.4209 -3.2819 1.5150 0.0 0.1 -0.2
C -1.6255 -1.0500 2.0860 0.0 0.2 -0.6
H -2.2984 -0.8346 2.8890 -0.2 0.1 0.1
H 3.2708 0.4809 -2.5861 0.0 0.0 -0.1
C 0.1157 -1.7934 1.1448 -1.0 0.3 0.4
O -6.6970 -0.8792 0.9217 -0.2 -0.3 0.3
C 2.5008 -1.5002 1.5421 0.6 0.5 0.1

47
Properties=species:S:1:pos:R:3:forces:R:3 method="wB97M-V/def2-TZVPD" energy_ha=-1160.887338 lumo_energy_ha=0.020 orbital_gap_ha=0.3063 de_lowest_ev=0.103
H 0.1208 0.4281 1.3775 0.0 0.0 0.0
H -1.1439 2.1130 1.4352 0.0 0.0 -0.1
C -5.6950 -2.1478 0.1449 0.1 -0.1 -0.1
H 4.2881 -0.5667 2.4703 0.0 0.1 0.1
N -2.2898 0.8187 0.2399 -0.6 0.1 0.2
H 3.9421 1.9567 -1.2084 0.0 0.0 0.0
H 1.9808 0.4766 -1.7832 0.0 0.0 0.0
C -4.2863 -0.4340 0.4199 -0.6 -0.2 0.1
H 6.5130 -3.2074 -0.0230 0.1 -0.1 0.0
N 3.3638 0.9923 0.5511 0.1 0.3 0.1
C 4.5871 -0.8688 1.4781 -0.1 0.0 0.1
C -1.6548 -2.3533 -1.4474 -0.1 0.0 0.0
N -3.6431 -1.4377 -0.2902 -0.2 0.6 0.3
N -1.7036 -0.1840 -0.4351 0.3 -0.6 -0.5
C -5.5654 -0.8641 0.6973 0.4 0.3 0.0
H -0.6474 -2.0352 -1.6949 0.0 0.0 0.0
H -1.6114 -3.2610 -0.8466 0.0 -0.1 0.0
H 1.5711 2.1869 -2.0934 0.0 -0.1 0.1
O -4.0414 1.7417 1.3417 -0.2 0.0 0.0
H 5.7333 -2.5029 2.2171 0.0 0.0 0.1
C 5.8615 -2.3540 0.0853 0.1 -0.1 -0.1
C 4.6200 -0.5395 -0.8906 -0.1 0.2 0.0
N 0.7090 1.3743 -0.4008 0.5 0.0 0.0
C 5.4610 -1.6292 -1.0220 0.1 -0.1 0.0
H 2.4278 0.2421 2.2680 0.0 0.1 0.0
H 5.7980 -1.9175 -2.0074 0.0 0.0 -0.1
C 3.0785 1.8876 -0.5486 -0.1 -0.1 -0.3
H -2.1964 -2.5728 -2.3664 0.0 -0.1 -0.1
C 0.9663 0.4754 0.6969 0.2 0.0 0.4
C 2.2323 0.9311 1.4491 -0.4 -0.3 0.1
H -6.5689 -2.7675 0.1811 -0.1 -0.2 0.0
C -3.5904 0.7968 0.7238 0.4 0.2 0.0
C 4.1574 -0.1360 0.3652 0.2 -0.2 0.0
C 1.8251 1.4585 -1.3226 0.2 0.3 -0.2
H 1.1372 -0.5305 0.2932 -0.1 0.0 0.1
H -6.3060 -0.3072 1.2334 -0.1 0.2 0.1
H 2.8998 2.8810 -0.1214 0.0 0.0 -0.1
H -2.1950 2.8778 0.2348 0.3 -0.1 0.0
C -4.5032 -2.4747 -0.4533 -0.3 -0.4 -0.1
O -0.4799 2.8760 -1.5719 -0.2 0.2 -0.2
C 5.4187 -1.9604 1.3373 0.0 0.0 0.0
C -2.3364 -1.2625 -0.6961 0.5 0.2 -0.1
H -4.2201 -3.3660 -0.9760 0.1 -0.1 -0.1
H 4.3249 -0.0118 -1.7839 -0.1 0.1 0.0
C -1.5162 2.0367 0.4078 -0.1 0.4 0.0
C -0.3851 2.1311 -0.6160 -0.3 -0.1 0.2
H 2.0663 1.9317 1.8636 0.0 -0.1 0.0

48
Properties=species:S:1:pos:R:3:forces:R:3 method="wB97M-V/def2-TZVPD" energy_ha=-1558.979207 lumo_energy_ha=-0.007 orbital_gap_ha=0.2876 de_lowest_ev=4.151
C -0.1658 4.2588 0.1526 0.4 0.1 -0.1
H -5.0852 -2.0383 0.3262 0.1 0.0 0.0
H -4.3938 -1.6291 -2.6281 0.1 0.0 -0.1
C 5.2257 -3.6148 -0.0465 0.1 0.0 0.0
C 1.1848 3.9484 -0.0390 -0.9 -1.1 0.2
N 2.1036 4.9722 -0.2803 0.6 1.0 -0.2
H -3.8444 0.8665 -0.9771 -0.1 0.1 0.1
O 1.7144 6.1280 -0.3239 0.0 0.0 0.0
H -3.8833 -2.9787 -0.5845 0.0 0.0 0.1
C 4.6943 -1.3211 -0.1500 -0.5 -0.6 0.1
C 0.6548 1.6231 0.2618 -0.2 -0.2 0.0
N -1.5805 0.9181 0.6942 -0.1 -0.1 -0.1
H 1.0055 0.6082 0.3098 -0.1 0.0 0.0
S 3.2986 2.2542 -0.2237 0.5 -0.4 0.0
C -1.0915 3.2839 0.3942 -0.2 -0.1 0.0
H 6.6925 -2.0814 -0.4131 0.1 0.0 0.0
H -0.4498 -0.6906 1.4440 0.1 0.0 -0.1
H 1.8848 -3.1631 0.4601 -0.1 0.0 0.0
H 5.5495 0.6167 -0.4519 0.0 0.0 0.0
C 5.6555 -2.3140 -0.2244 0.1 0.1 0.0
C -4.3639 -2.0000 -0.5117 0.0 0.0 -0.2
C -2.9810 1.0820 0.9882 -0.4 0.0 0.0
H 3.5990 -4.9491 0.3288 0.0 -0.1 0.0
C -5.1060 -1.7189 -1.8129 0.1 -0.1 0.3
H 5.9436 -4.4196 -0.0971 0.1 -0.1 0.0
H -1.9886 -2.4233 0.4494 0.0 0.1 0.1
C 2.9212 -2.9316 0.2726 0.1 0.1 0.0
H -5.6790 -0.7979 -1.7492 -0.1 0.1 0.0
N -3.3227 -1.0202 -0.2793 0.1 -0.1 0.1
C 3.4640 0.5060 -0.1016 -0.5 0.0 0.1
C -0.7075 1.9229 0.4543 0.3 0.4 0.0
C 1.5922 2.6018 0.0180 0.1 0.3 -0.1
O 3.2815 4.6503 -0.4387 -0.1 0.4 0.0
C 3.8849 -3.9160 0.1970 -0.1 -0.2 0.0
H -0.4525 5.2981 0.1011 0.0 0.0 0.0
H -4.8705 0.2857 0.3554 0.0 0.0 0.0
N 2.6066 -0.4516 0.1186 -0.2 0.2 0.0
H -0.6377 -0.6368 -0.3231 0.0 0.0 0.1
H -2.1177 3.5822 0.5277 -0.1 0.0 0.0
C -2.3409 -1.4212 0.7038 0.1 0.1 0.0
C -3.8386 0.3198 -0.0275 0.0 0.3 -0.1
H -3.1774 0.7045 1.9999 0.0 0.1 -0.1
H -3.2667 2.1302 0.9727 0.0 -0.1 0.0
C -1.1495 -0.4684 0.6293 0.2 -0.4 0.1
C 3.3334 -1.6166 0.0967 0.8 -0.1 -0.1
H -5.7900 -2.5350 -2.0306 -0.1 0.0 -0.1
H -2.7485 -1.4674 1.7295 0.1 0.0 -0.1
N 4.7424 0.0436 -0.2715 0.1 0.3 0.0